{"formula": "C32H88F12N8NaO8P2", "method": "ωB97M-V/def2-TZVPD", "charge": -1, "largest_force_ev_per_a": 3.4, "e_homo_ev": -6.60, "orbital_gap_ev": 8.075, "symbols": ["P", "P", "Na", "F", "F", "F", "F", "F", "F", "F", "F", "F", "F", "F", "F", "O", "O", "O", "O", "O", "O", "O", "O", "N", "N", "N", "N", "N", "N", "N", "N", "C", "C", "C", "C", "C", "C", "C", "C", "C", "C", "C", "C", "C", "C", "C", "C", "C", "C", "C", "C", "C", "C", "C", "C", "C", "C", "C", "C", "C", "C", "C", "C", "H", "H", "H", "H", "H", "H", "H", "H", "H", "H", "H", "H", "H", "H", "H", "H", "H", "H", "H", "H", "H", "H", "H", "H", "H", "H", "H", "H", "H", "H", "H", "H", "H", "H", "H", "H", "H", "H", "H", "H", "H", "H", "H", "H", "H", "H", "H", "H", "H", "H", "H", "H", "H", "H", "H", "H", "H", "H", "H", "H", "H", "H", "H", "H", "H", "H", "H", "H", "H", "H", "H", "H", "H", "H", "H", "H", "H", "H", "H", "H", "H", "H", "H", "H", "H", "H", "H", "H"], "coordinates": [[0.7068, -0.2556, -0.0744], [5.8486, 0.2628, 2.5568], [2.4924, -1.4380, 2.6901], [0.8882, -0.4632, -1.7225], [5.3969, 1.4291, 3.6298], [5.1543, -0.8251, 3.4657], [6.4865, 1.2981, 1.5308], [0.3722, -1.8538, 0.1332], [6.0183, -0.9479, 1.4535], [7.3936, -0.0157, 3.1864], [4.4088, 0.4204, 1.9446], [0.6065, -0.0271, 1.5055], [-0.8983, 0.1549, -0.3310], [2.2975, -0.4157, 0.2902], [0.9563, 1.3706, -0.3013], [1.9683, -7.4984, 0.6952], [-3.2268, -3.3962, -2.3104], [1.2922, -2.2397, 4.4755], [3.6467, 4.3284, -0.0331], [-4.1658, -1.0800, 2.7229], [-3.3283, 4.1457, 3.3961], [2.3255, -0.9500, -6.5597], [-1.5266, 3.9886, -3.7986], [4.1507, 6.0914, -2.4657], [0.0111, 2.5530, 3.4644], [-4.1677, 3.9488, -3.9812], [3.7671, -2.0887, -3.2960], [0.9468, -4.8586, 0.0333], [-6.5310, -0.2405, 0.9137], [2.3755, 0.6133, 4.1423], [0.4074, -3.1138, -2.7569], [-5.3810, 0.5832, 1.2475], [3.2883, 3.2625, 0.8263], [-0.8814, -3.5069, -3.2021], [2.9056, -8.3636, 1.2920], [-3.6868, 3.5194, -2.6770], [1.3567, -6.6783, 1.6515], [-0.7698, -6.3814, 0.1718], [3.6654, -1.4037, -4.6215], [1.9028, 6.9089, -2.1712], [1.9744, -0.0953, 5.3675], [-3.3851, 2.0464, -2.9075], [0.7903, -1.0805, 5.2114], [-4.7552, 0.1702, 2.6249], [-2.9074, -1.2003, 2.0041], [-1.8811, -3.1302, -1.9824], [1.6342, 1.0151, 6.3997], [-3.8155, -2.2537, -2.9494], [2.7407, 4.7075, -1.0190], [-1.5083, 2.6934, 3.4601], [2.3683, -1.8524, -5.3931], [3.0347, 6.1793, -1.5298], [-2.2224, 4.1551, -2.5652], [-0.8932, -4.9667, -3.5568], [-5.8137, 2.0416, 1.2811], [-1.9274, 4.1620, 3.2511], [1.0335, -1.0586, -7.1511], [-1.9861, 2.2712, 4.8917], [4.9333, -1.7789, -5.3656], [0.3308, -5.7120, 0.9756], [-3.8690, 5.3860, 2.8048], [0.3901, -3.2717, 4.4066], [-0.1899, 3.4868, -3.6173], [2.6735, 4.0059, -1.8504], [-0.5953, -2.9998, 4.0282], [-5.4472, 2.7102, 2.0601], [-0.1627, -5.3359, -4.2766], [1.6540, -4.4002, 0.5899], [1.1494, -0.6408, -8.1511], [-4.8101, 3.2254, -4.2711], [-4.0783, 0.9210, 3.0326], [-1.7349, 3.7944, -1.6595], [0.2901, -4.0942, -0.0350], [-2.2284, -0.3709, 2.2020], [3.6170, -7.7135, 1.8012], [-3.0642, 2.2990, 5.0503], [-1.7273, -2.1430, -1.5467], [3.8832, 5.8023, -3.3957], [0.3410, -0.4118, -6.6124], [-3.7088, 6.2464, 3.4546], [2.8291, -2.0661, -2.9219], [0.7141, -3.8358, 3.5320], [-0.1189, -5.1028, 1.7597], [-4.6287, 0.5205, 0.4613], [-4.8631, -2.5548, -2.9533], [0.6450, -2.0767, -7.1257], [-4.3233, 3.6683, -1.8048], [2.1134, 0.8297, 7.3609], [3.0434, 2.2987, 0.3802], [4.1513, 3.1025, 1.4726], [-0.6080, -5.4607, -2.6280], [0.3293, -1.2285, 6.1880], [-1.6579, 1.2603, 5.1334], [3.4279, -8.7307, 0.4085], [0.1293, 2.9679, -4.5211], [-4.9515, 5.2754, 2.8686], [2.4723, 3.6883, 1.4103], [1.4485, 6.4487, -3.0487], [-2.8005, 1.6481, -2.0782], [2.3645, -2.9297, -5.5589], [-3.5767, 5.6555, 1.7899], [2.1393, 1.9493, 6.1540], [-2.3461, -2.1218, 2.1591], [3.9792, -3.0079, -3.6566], [0.3103, -2.1286, -2.5564], [1.5061, -1.6721, -4.7510], [-1.6113, 4.3867, 2.2324], [-3.1613, -1.1949, 0.9441], [1.7250, 4.8199, -0.6397], [-1.9869, 2.0057, 2.7629], [-2.7887, 1.8926, -3.8068], [0.5656, -3.6074, -1.8900], [-1.7226, -3.9161, -1.2440], [5.7227, -1.0953, -5.0531], [5.2144, -2.8245, -5.2393], [-3.2787, -2.0827, -3.8825], [2.1443, -6.0956, 2.1293], [-6.2117, -1.1185, 1.2974], [-5.6420, 2.5069, 0.3105], [0.4682, 2.8983, 2.6326], [-2.3431, 5.2278, -2.4139], [0.0596, 2.6443, -2.9722], [-5.5268, 0.2092, 3.3938], [2.2611, 7.8857, -2.4960], [3.1439, 1.1594, 4.5048], [-3.7171, -1.4174, -2.2572], [2.8466, -0.6449, 5.7218], [1.0688, 7.1992, -1.5321], [-4.2745, 1.4180, -2.9533], [-1.5737, 2.8878, 5.6904], [-3.3098, 3.8334, -4.5016], [1.7276, 1.3539, 3.9141], [-0.3571, -6.9087, -0.6883], [0.5611, 1.2059, 6.4106], [4.6565, -1.5845, -6.4018], [-1.1453, -2.9223, -4.0834], [-1.4985, 4.8809, 3.9491], [-6.8983, 2.1468, 1.3049], [4.8580, 5.4955, -2.0598], [0.3902, -3.8570, 5.3261], [2.5643, -9.2094, 1.8889], [-7.1641, 0.1122, 1.6171], [0.0472, 1.5503, 3.3494], [0.8981, -7.1143, 2.5390], [3.4452, 6.7636, -0.7063], [-1.6170, -5.8234, -0.2268], [3.7342, -0.3480, -4.3589], [0.5223, 4.3116, -3.6422], [-1.2152, -7.2443, 0.6671], [-1.8701, -5.2736, -3.9304], [-0.0405, -0.5551, 4.7403]], "forces_ev_per_angstrom": [[0.1, 2.7, -1.8], [1.3, -0.7, -1.2], [0.7, 1.0, -0.4], [0.2, -0.2, 1.9], [1.5, -0.3, 0.0], [0.2, -1.6, 2.7], [0.0, 0.5, 0.3], [0.2, 1.0, -0.2], [1.3, 0.1, 0.1], [-2.4, 0.4, -0.2], [-2.2, 1.4, -1.7], [-1.6, 0.0, 1.3], [1.0, -1.5, 0.6], [-0.4, -1.0, -1.5], [0.3, -1.0, 0.2], [-1.4, -0.7, 0.8], [-0.3, 1.0, -0.1], [-0.4, 2.6, 1.2], [0.9, 0.2, -0.9], [1.2, -1.5, -0.2], [-0.7, 2.4, -1.8], [-0.8, -2.2, 0.9], [0.9, -1.2, 1.5], [0.5, 1.0, -0.1], [-1.9, -0.5, 0.3], [-1.0, 1.2, 0.5], [-0.1, 0.5, -1.5], [1.3, 1.7, 0.0], [0.6, 0.0, 0.5], [0.2, -1.1, -0.1], [0.9, 0.4, -0.3], [1.3, 0.9, 0.8], [0.2, 0.6, 0.4], [-1.4, 0.9, 0.5], [1.1, 0.7, -1.6], [2.9, -1.1, -1.4], [-0.7, 1.6, -0.6], [-0.5, -2.4, 0.0], [0.0, -1.2, 1.3], [-0.9, 1.1, -0.3], [-0.8, 1.3, 0.7], [0.2, -1.2, 1.6], [1.4, 1.1, -0.3], [-0.2, 1.3, 0.0], [-1.0, 0.5, -0.7], [0.1, -2.6, -1.6], [0.6, -0.4, 0.3], [0.1, -1.3, 1.3], [-1.4, 1.8, 0.2], [1.1, 1.0, 2.5], [1.6, 2.8, 0.7], [1.4, -2.2, -0.1], [-1.9, 1.1, 0.6], [-0.4, -0.5, 0.5], [-0.8, 0.9, -0.7], [0.1, -1.9, -0.5], [0.7, 0.9, 0.0], [0.3, -0.2, -0.2], [-0.7, 1.0, -0.7], [-0.9, -1.6, 0.3], [-1.0, -0.9, 1.6], [-0.4, -1.3, -1.4], [0.7, -0.2, -2.2], [0.3, -0.1, -0.2], [-0.4, 0.5, 0.8], [0.5, -0.3, 0.1], [0.2, 0.7, -0.2], [1.0, 0.4, -0.4], [-0.3, -0.4, -0.2], [-0.2, 0.1, -0.5], [0.5, 0.4, -0.6], [0.4, -0.5, -0.4], [-0.2, 0.3, -0.6], [-0.1, 0.2, 0.1], [0.2, -0.3, 0.6], [-0.1, 0.0, -0.5], [0.1, 0.2, -0.2], [0.0, -0.3, 0.1], [-0.3, 0.0, 0.2], [0.7, 0.0, 0.1], [-0.1, -0.5, 0.5], [0.3, -0.9, 0.4], [-0.2, -0.2, 0.6], [0.2, -0.4, 0.0], [-0.1, 0.5, -0.9], [0.1, -0.1, -0.3], [0.0, 0.5, -0.2], [-0.8, -0.5, 0.5], [-0.2, 0.3, -0.4], [-0.1, 0.0, 0.0], [-0.4, -0.6, 0.1], [0.6, -1.2, 0.4], [0.0, -0.2, -0.2], [0.2, -0.5, 0.3], [-0.6, 0.1, -0.8], [-0.1, -0.2, -0.4], [-0.4, -0.6, 0.4], [0.2, -0.4, 0.0], [0.2, -0.3, 0.2], [0.2, -0.1, -0.8], [0.3, -0.6, 0.0], [-0.2, 0.0, -0.6], [-0.6, -0.2, 0.6], [-0.3, -0.8, 1.0], [0.6, 0.1, 0.4], [-0.2, 0.2, 0.0], [-0.2, 0.5, -0.2], [0.3, 0.1, -0.2], [-0.5, -0.6, 0.6], [0.0, 0.4, -0.5], [-0.1, 0.1, 0.0], [0.5, 0.1, 0.1], [0.7, 0.2, 0.4], [0.2, -0.4, -0.1], [0.0, 0.0, 0.0], [-0.6, 0.3, -0.3], [0.3, 0.7, -0.1], [-0.5, -1.0, -0.3], [0.5, 0.1, 0.0], [-0.3, 0.3, -0.5], [0.0, 0.3, 0.0], [-0.8, 0.6, 1.3], [-0.6, -0.3, -0.1], [0.3, 0.0, -0.2], [0.9, -0.1, -0.8], [0.0, 0.4, -0.2], [0.0, -0.2, -0.1], [0.0, -0.5, 0.5], [-0.2, 0.1, -0.2], [0.3, 0.3, -0.3], [-0.3, 0.1, -0.9], [-0.5, -0.1, 0.1], [0.5, 0.4, -0.2], [0.0, 0.1, 0.5], [0.7, -0.1, -0.3], [-0.1, 0.3, -0.1], [0.4, -0.2, 0.2], [-0.3, -0.4, 0.4], [0.1, -0.2, -0.3], [-0.3, -0.1, -0.1], [-0.5, 0.3, 0.2], [-0.9, -0.4, 0.0], [0.6, -0.3, -0.1], [-0.4, -1.1, -0.3], [-0.4, -0.1, 0.4], [0.3, 0.7, 0.4], [-0.7, 0.2, -0.7], [0.0, 0.1, 1.0], [-0.2, 0.1, 0.7], [-0.1, -0.2, 0.4], [0.0, -0.2, -1.1]]}